Formula: C6H9N
Source: the Open Molecules 2025 dataset
Level of theory: the ωB97M-V functional and the def2-TZVPD basis

```
16
Properties=species:S:1:pos:R:3:nbo_charge:R:1
C 0.721 1.186 -0.277 -0.19
H 2.363 -1.465 0.855 0.22
H -2.106 -0.765 -0.861 0.19
C 0.644 -1.134 -0.417 -0.18
H -1.306 0.701 1.508 0.35
H -0.138 0.116 -1.961 0.24
H 0.341 -2.131 -0.688 0.21
C 1.748 0.678 0.425 -0.23
H -1.344 -0.922 1.383 0.35
C 1.686 -0.783 0.360 -0.24
H -2.087 0.964 -0.739 0.19
H 2.495 1.251 0.974 0.22
H 0.463 2.231 -0.377 0.21
C -0.103 0.082 -0.856 -0.34
N -1.795 -0.061 1.051 -0.82
C -1.582 0.055 -0.380 -0.19
```

Values from the calculation:
* relative energy (zero: lowest compared OMol25 entry of this formula, charge and spin): 27.0 kcal per mole
* strongest force on any atom: 0.551 eV/Å
* multiplicity: 1
* total charge: 0
* calculated total energy: -7856.990 eV
* lowest unoccupied orbital energy: 0.96 eV
* SMILES: NCC1C=CC=C1
* Kohn-Sham gap: 9.63 eV